Entry 1:
Density functional theory data (ωB97M-V with the def2-TZVPD basis set) for a structure of composition C32H32NO2 at a distorted geometry.

Summary:
HOMO-LUMO gap: 6.6 eV
Energy relative to the best compared isomer or geometry (same formula, charge and spin): 1.189 eV
Calculated total energy: -1443.4574 Eh
Total charge: +1
LUMO energy: -3.70 eV
Max |F|: 4.1 eV/Å

```
67
C32H32NO2 (ωB97M-V with the def2-TZVPD basis set)
C -1.160 -2.652 0.608
C -0.862 -1.158 0.844
N -2.076 -0.284 0.828
C -1.831 1.027 0.953
C -0.557 1.656 1.080
C -3.036 1.844 0.886
C -3.541 2.337 -0.344
C -4.738 3.064 -0.414
C -5.474 3.263 0.769
C -5.018 2.782 2.008
C -3.786 2.110 2.063
C -3.428 -0.814 0.675
C -3.490 -2.330 0.369
O -2.467 -3.033 1.101
H -1.055 -2.830 -0.496
H -0.444 -3.282 1.183
H -0.369 -1.104 1.843
H -0.142 -0.752 0.105
H -0.214 2.040 0.090
H 0.185 1.251 1.792
H -2.997 2.153 -1.280
H -5.131 3.438 -1.383
H -6.433 3.765 0.714
H -5.646 2.886 2.916
H -3.423 1.738 3.028
H -4.007 -0.702 1.601
H -3.967 -0.276 -0.098
H -4.431 -2.800 0.719
H -3.401 -2.471 -0.739
C -1.509 6.033 -3.194
C -1.139 5.443 -1.851
C -2.093 5.380 -0.837
C -1.759 4.880 0.423
C -0.481 4.291 0.634
C -0.105 3.423 1.768
C 1.169 3.749 2.481
C 1.937 4.921 2.232
C 2.964 5.353 3.067
C 3.287 4.586 4.196
O 4.039 5.081 5.281
C 4.518 6.399 5.428
C 4.566 6.924 6.737
C 5.126 8.181 6.991
C 5.627 8.968 5.949
C 5.569 8.448 4.654
C 5.083 7.156 4.394
C 2.614 3.346 4.407
C 1.576 2.937 3.577
C 0.491 4.450 -0.393
C 0.168 4.988 -1.636
H -0.632 6.536 -3.649
H -1.930 5.336 -3.969
H -2.256 6.836 -3.031
H -3.105 5.732 -1.058
H -2.514 4.927 1.221
H -0.906 3.166 2.506
H 1.675 5.584 1.414
H 3.346 6.372 2.919
H 4.147 6.332 7.560
H 5.134 8.578 8.016
H 6.017 9.965 6.145
H 5.898 9.056 3.816
H 5.175 6.763 3.385
H 2.789 2.800 5.337
H 1.007 2.015 3.753
H 1.505 4.127 -0.232
H 0.914 5.066 -2.429
```



Entry 2:
Density functional theory data (ωB97M-V with the def2-TZVPD basis set) for a structure of composition C32H33As3F16MnNO2 at a distorted geometry.

Summary:
HOMO-LUMO gap (spin up / spin down): 5.7 / 6.7 eV
Energy relative to the best compared isomer or geometry (same formula, charge and spin): 0.091 eV
Calculated total energy: -10900.3504 Eh
⟨S²⟩: 3.984
Total charge: +1
LUMO energy (spin up / spin down): -4.97 / -3.94 eV
2S+1: 4
Max |F|: 1.1 eV/Å

```
88
C32H33As3F16MnNO2 (ωB97M-V with the def2-TZVPD basis set)
Mn -0.685 0.537 -0.773
C -0.154 1.332 4.082
As -0.257 0.391 2.380
C -1.909 -0.572 2.814
C 1.003 -1.069 2.713
C 2.460 -0.736 2.351
C 2.851 0.666 2.855
C 2.714 -0.808 0.842
As 1.825 0.331 -0.498
C 2.457 2.126 -0.162
C 3.030 -0.138 -1.953
C 3.458 -1.690 3.059
As 3.659 -3.660 3.059
C 3.479 -4.202 1.181
C 1.938 -4.292 3.762
H -0.142 0.587 4.877
H -1.042 1.955 4.180
H 0.725 1.966 4.151
H -1.733 -1.231 3.666
H -2.257 -1.163 1.972
H -2.672 0.154 3.095
H 0.648 -1.917 2.131
H 0.920 -1.334 3.770
H 2.252 1.456 2.398
H 3.901 0.875 2.635
H 2.719 0.731 3.937
H 2.584 -1.822 0.471
H 3.752 -0.525 0.657
H 3.523 2.095 0.052
H 1.919 2.585 0.661
H 2.283 2.715 -1.064
H 3.994 -0.341 -1.496
H 3.145 0.696 -2.639
H 2.690 -1.017 -2.493
H 3.371 -1.496 4.132
H 4.468 -1.362 2.795
H 4.386 -3.913 0.650
H 2.609 -3.830 0.649
H 3.428 -5.291 1.194
H 2.054 -4.430 4.835
H 1.733 -5.265 3.313
H 1.095 -3.634 3.577
F 1.092 0.781 -5.810
C 0.049 0.724 -4.981
C 0.298 0.693 -3.619
C -0.776 0.628 -2.772
C -2.096 0.658 -3.236
C -2.271 0.677 -4.611
F -3.512 0.685 -5.110
C -1.222 0.700 -5.507
C -3.166 0.769 -2.234
C -4.535 0.839 -2.440
C -5.371 0.997 -1.348
C -4.838 1.104 -0.070
C -3.472 1.023 0.068
N -2.675 0.839 -0.990
H 1.315 0.733 -3.289
H -1.399 0.718 -6.574
H -4.936 0.765 -3.437
H -6.443 1.043 -1.495
H -5.461 1.256 0.801
H -2.987 1.116 1.030
F -0.464 7.703 -0.804
C -0.484 6.380 -0.704
C -0.265 5.594 -1.817
F -0.029 6.160 -2.995
C -0.289 4.217 -1.705
F -0.060 3.482 -2.800
C -0.527 3.585 -0.490
O -0.554 2.251 -0.323
C -0.745 4.400 0.613
F -0.989 3.843 1.804
C -0.724 5.778 0.515
F -0.939 6.523 1.593
F -0.902 -2.312 -3.363
C -0.395 -2.893 -2.276
F -0.363 -4.203 -2.497
F 0.869 -2.456 -2.157
C -1.205 -2.562 -0.968
O -0.955 -1.301 -0.467
C -2.746 -2.786 -1.192
F -3.190 -2.166 -2.290
F -3.077 -4.065 -1.314
F -3.404 -2.277 -0.144
C -0.720 -3.568 0.137
F 0.614 -3.493 0.224
F -1.237 -3.213 1.316
F -1.038 -4.832 -0.088
```



Entry 3:
Density functional theory data (ωB97M-V with the def2-TZVPD basis set) for a structure of composition C32H33BFIrN12O6S2.

Summary:
HOMO-LUMO gap (spin up / spin down): 8.1 / 5.7 eV
Calculated total energy: -3373.0226 Eh
⟨S²⟩: 8.768
Total charge: +1
LUMO energy (spin up / spin down): -3.03 / -5.44 eV
2S+1: 6
Max |F|: 0.6 eV/Å

```
88
C32H33BFIrN12O6S2 (ωB97M-V with the def2-TZVPD basis set)
Ir 0.229 0.161 -1.041
C -0.428 3.712 0.010
C 0.735 2.970 0.581
C 1.536 3.356 1.650
C 2.491 2.368 1.780
N 2.279 1.443 0.836
N 1.202 1.815 0.074
B 3.095 0.190 0.402
N 3.288 0.313 -1.135
C 4.387 0.588 -1.851
C 4.069 0.541 -3.190
C 2.704 0.247 -3.241
C 1.870 -0.004 -4.455
N 2.240 0.138 -1.986
N 2.293 -1.128 0.692
C 2.487 -1.990 1.698
C 1.681 -3.093 1.489
C 1.013 -2.837 0.286
C 0.114 -3.756 -0.479
N 1.390 -1.640 -0.183
N 4.431 0.041 1.106
C 5.465 -0.755 0.714
C 6.314 -0.889 1.773
C 5.705 -0.157 2.820
C 6.187 0.010 4.228
N 4.565 0.382 2.423
H -0.598 4.619 0.587
H -0.230 3.992 -1.028
H -1.332 3.109 0.039
H 1.427 4.246 2.251
H 3.308 2.259 2.471
H 5.328 0.803 -1.370
H 4.732 0.699 -4.027
H 2.423 0.284 -5.348
H 1.635 -1.069 -4.533
H 0.938 0.553 -4.424
H 3.190 -1.773 2.493
H 1.611 -3.980 2.104
H 0.635 -4.695 -0.674
H -0.793 -3.994 0.085
H -0.160 -3.321 -1.440
H 5.519 -1.185 -0.276
H 7.250 -1.428 1.805
H 7.269 -0.098 4.279
H 5.912 0.988 4.621
H 5.746 -0.748 4.879
O -3.448 -2.638 2.529
C -2.556 -2.035 3.332
C -2.706 -2.277 4.697
C -1.845 -1.711 5.607
C -0.797 -0.876 5.193
C -0.639 -0.623 3.859
C -1.504 -1.191 2.897
C -1.226 -0.863 1.510
O -0.340 -0.055 1.201
N -2.027 -1.486 0.536
N -1.611 -1.260 -0.669
C -2.417 -1.696 -1.636
S -3.931 -2.425 -1.313
C -4.477 -2.351 -3.042
C -3.258 -2.583 -3.910
S -1.948 -1.500 -3.276
H -3.241 -2.422 1.610
H -3.518 -2.923 5.010
H -1.979 -1.916 6.663
H -0.125 -0.435 5.918
H 0.159 0.020 3.506
H -4.912 -1.365 -3.195
H -5.226 -3.127 -3.187
H -3.436 -2.313 -4.951
H -2.902 -3.610 -3.852
F -5.036 4.955 -0.009
C -4.899 3.875 -0.769
C -3.929 3.790 -1.672
N -3.773 2.681 -2.497
C -2.520 2.478 -3.205
C -1.513 1.674 -2.400
O -0.412 1.361 -2.934
O -1.789 1.316 -1.228
C -4.565 1.560 -2.336
O -4.368 0.523 -2.955
N -5.587 1.705 -1.430
C -5.856 2.790 -0.577
O -6.776 2.770 0.196
H -3.230 4.604 -1.808
H -2.079 3.442 -3.451
H -2.714 1.946 -4.130
H -6.196 0.909 -1.325
```



Entry 4:
Density functional theory data (ωB97M-V with the def2-TZVPD basis set) for a structure of composition C32H33ClF2HfN2O2SbSe4Te.

Summary:
HOMO-LUMO gap: 6.3 eV
Energy relative to the best compared isomer or geometry (same formula, charge and spin): 0.461 eV
Calculated total energy: -12321.3901 Eh
Total charge: -1
LUMO energy: 2.16 eV
Max |F|: 0.8 eV/Å

```
79
C32H33ClF2HfN2O2SbSe4Te (ωB97M-V with the def2-TZVPD basis set)
Hf -0.150 0.152 0.064
Se 2.366 0.744 0.880
Se 1.504 1.077 3.055
Te 0.067 3.098 2.735
Se -1.893 1.818 1.859
F -0.029 -3.815 4.055
C -0.798 -3.084 3.215
C -0.225 -2.056 2.499
C -1.000 -1.300 1.623
C -2.364 -1.616 1.502
C -2.887 -2.665 2.242
F -4.194 -3.018 2.104
C -2.132 -3.425 3.108
C -3.186 -0.769 0.617
C -4.541 -0.504 0.811
C -5.189 0.370 -0.037
C -4.492 0.958 -1.084
C -3.153 0.662 -1.214
N -2.511 -0.166 -0.380
H 0.830 -1.853 2.641
H -2.565 -4.240 3.667
H -5.056 -0.952 1.646
H -6.235 0.603 0.125
H -4.958 1.649 -1.773
H -2.554 1.106 -1.997
Cl 5.474 -6.257 0.849
C 4.080 -5.262 0.489
C 3.086 -5.770 -0.331
C 1.989 -4.973 -0.620
C 1.903 -3.684 -0.112
C 2.912 -3.192 0.706
C 4.005 -3.987 1.022
C 0.735 -2.809 -0.472
O -0.354 -3.311 -0.716
O 1.015 -1.539 -0.494
H 3.174 -6.771 -0.731
H 1.188 -5.345 -1.246
H 2.843 -2.176 1.078
H 4.794 -3.620 1.664
C -1.673 -2.762 -3.524
C -1.139 -1.588 -2.844
N -0.726 -0.666 -2.309
H -2.753 -2.670 -3.616
H -1.430 -3.629 -2.912
H -1.226 -2.855 -4.512
C -4.203 4.633 -5.231
C -3.192 4.064 -4.270
C -3.236 4.356 -2.918
C -2.278 3.885 -2.017
C -2.382 4.300 -0.580
C -1.245 3.059 -2.481
Se 0.182 2.460 -1.333
C -1.188 2.754 -3.858
C -0.078 1.923 -4.439
C -2.156 3.257 -4.721
H -5.056 5.058 -4.700
H -4.577 3.871 -5.918
H -3.763 5.429 -5.838
H -4.034 4.988 -2.537
H -3.075 5.137 -0.476
H -1.405 4.587 -0.185
H -2.722 3.481 0.053
H 0.052 0.998 -3.888
H 0.876 2.457 -4.379
H -0.280 1.693 -5.488
H -2.085 3.020 -5.780
C 3.917 1.767 -2.813
Sb 2.761 -0.032 -2.967
C 4.317 -1.214 -2.064
C 3.443 -0.485 -4.977
H 4.755 1.737 -3.512
H 4.293 1.840 -1.791
H 3.295 2.641 -3.006
H 5.263 -1.004 -2.565
H 4.091 -2.279 -2.138
H 4.397 -0.952 -1.008
H 4.530 -0.583 -4.987
H 3.144 0.313 -5.661
H 2.997 -1.418 -5.326
```



Entry 5:
Density functional theory data (ωB97M-V with the def2-TZVPD basis set) for a structure of composition C32H33ClIN5O2PdSi.

Summary:
HOMO-LUMO gap: 7.3 eV
Energy relative to the best compared isomer or geometry (same formula, charge and spin): 0.000 eV
Calculated total energy: -2838.8529 Eh
LUMO energy: -0.33 eV
Max |F|: 0.9 eV/Å

```
76
C32H33ClIN5O2PdSi (ωB97M-V with the def2-TZVPD basis set)
Pd 0.815 0.375 1.249
Cl 0.684 4.948 6.377
C 0.225 3.901 5.068
C -1.087 3.814 4.692
C -1.488 2.974 3.641
I -3.496 2.839 3.113
C -0.579 2.206 2.925
O -0.885 1.431 1.943
C 0.783 2.312 3.344
N 1.657 1.535 2.651
C 2.935 1.527 2.963
C 3.439 2.317 4.007
C 2.586 3.114 4.721
C 1.211 3.135 4.404
H -1.828 4.400 5.219
H 3.576 0.884 2.377
H 4.495 2.278 4.233
H 2.947 3.727 5.536
N -1.808 -0.935 3.021
C -2.583 -2.001 3.292
C -1.733 -3.038 3.605
C -0.447 -2.482 3.478
N -0.505 -1.207 3.119
H -2.057 -0.024 2.656
H -3.656 -1.944 3.230
H -2.001 -4.044 3.876
H 0.512 -2.954 3.625
C -0.885 -3.675 -0.775
C -1.718 -2.577 -1.454
C -2.973 -2.358 -0.591
C -2.149 -3.035 -2.850
Si -0.771 -0.926 -1.445
O -0.158 -0.810 0.029
C 0.591 -0.868 -2.792
C 0.901 0.348 -3.415
C 1.910 0.453 -4.366
C 2.640 -0.672 -4.732
C 2.348 -1.893 -4.138
C 1.342 -1.982 -3.183
C -1.941 0.462 -1.927
C -2.349 1.426 -1.003
C -3.222 2.446 -1.374
C -3.706 2.512 -2.671
C -3.314 1.558 -3.603
C -2.437 0.549 -3.233
H -1.493 -4.582 -0.675
H -0.569 -3.360 0.221
H 0.007 -3.947 -1.344
H -3.550 -3.289 -0.532
H -3.625 -1.588 -1.010
H -2.703 -2.069 0.428
H -2.590 -4.037 -2.799
H -1.315 -3.076 -3.556
H -2.908 -2.370 -3.270
H 0.328 1.234 -3.161
H 2.111 1.408 -4.840
H 3.408 -0.602 -5.494
H 2.898 -2.782 -4.428
H 1.137 -2.949 -2.741
H -1.990 1.390 0.020
H -3.519 3.186 -0.640
H -4.386 3.304 -2.960
H -3.690 1.604 -4.618
H -2.124 -0.172 -3.981
C 2.813 2.070 -0.944
C 3.044 0.622 -0.710
N 2.522 -0.101 0.263
C 3.010 -1.387 0.140
C 3.854 -1.429 -0.918
N 3.874 -0.152 -1.431
H 1.770 2.310 -0.745
H 3.042 2.332 -1.974
H 3.440 2.668 -0.280
H 2.687 -2.173 0.799
H 4.409 -2.236 -1.359
H 4.289 0.130 -2.304
```



Entry 6:
Density functional theory data (ωB97M-V with the def2-TZVPD basis set) for a structure of composition C32H33CuN2O2P2.

Summary:
HOMO-LUMO gap: 7.9 eV
Energy relative to the best compared isomer or geometry (same formula, charge and spin): 0.168 eV
Calculated total energy: -3822.4751 Eh
LUMO energy: 0.47 eV
Max |F|: 0.5 eV/Å

```
72
C32H33CuN2O2P2 (ωB97M-V with the def2-TZVPD basis set)
Cu 1.275 -0.658 0.551
C -2.089 0.273 1.714
C -1.738 -1.209 1.886
P -0.608 -1.771 0.558
C -0.506 -3.574 0.803
C -0.176 -4.067 2.066
C -0.032 -5.432 2.263
C -0.198 -6.318 1.207
C -0.506 -5.831 -0.056
C -0.659 -4.466 -0.257
C -1.687 -1.614 -0.908
C -2.953 -2.203 -0.961
C -3.757 -2.043 -2.077
C -3.306 -1.294 -3.159
C -2.053 -0.708 -3.119
C -1.249 -0.869 -1.996
C -0.939 1.246 2.024
P 0.161 1.695 0.598
C -1.013 2.367 -0.639
C -2.268 2.886 -0.323
C -3.089 3.412 -1.309
C -2.662 3.441 -2.631
C -1.413 2.940 -2.960
C -0.602 2.399 -1.971
C 0.923 3.246 1.218
C 1.863 3.137 2.249
C 2.478 4.268 2.763
C 2.186 5.521 2.242
C 1.276 5.637 1.204
C 0.646 4.508 0.695
H -2.917 0.512 2.385
H -2.482 0.430 0.705
H -2.647 -1.816 1.860
H -1.235 -1.379 2.837
H -0.002 -3.377 2.885
H 0.220 -5.803 3.248
H -0.083 -7.383 1.366
H -0.633 -6.513 -0.887
H -0.907 -4.100 -1.246
H -3.308 -2.796 -0.126
H -4.738 -2.501 -2.107
H -3.937 -1.168 -4.029
H -1.704 -0.114 -3.954
H -0.273 -0.401 -1.946
H -0.262 0.805 2.757
H -1.334 2.157 2.476
H -2.612 2.884 0.703
H -4.063 3.806 -1.046
H -3.303 3.855 -3.399
H -1.071 2.962 -3.988
H 0.375 2.003 -2.231
H 2.120 2.152 2.630
H 3.197 4.166 3.568
H 2.672 6.404 2.639
H 1.050 6.610 0.785
H -0.065 4.620 -0.114
O 1.093 -1.555 3.459
C 1.954 -0.682 3.335
O 2.225 -0.005 2.288
H 2.566 -0.419 4.220
C 2.274 -1.671 -2.708
C 3.178 -0.890 -1.826
N 2.928 -0.520 -0.588
C 4.047 0.162 -0.140
C 4.976 0.198 -1.125
N 4.412 -0.472 -2.191
H 1.438 -2.028 -2.113
H 2.786 -2.528 -3.145
H 1.880 -1.057 -3.522
H 4.069 0.554 0.862
H 5.964 0.620 -1.171
H 4.846 -0.642 -3.081
```



What did the fifth record say?
Density functional theory data (ωB97M-V with the def2-TZVPD basis set) for a structure of composition C32H33ClIN5O2PdSi.

Summary:
HOMO-LUMO gap: 7.3 eV
Energy relative to the best compared isomer or geometry (same formula, charge and spin): 0.000 eV
Calculated total energy: -2838.8529 Eh
LUMO energy: -0.33 eV
Max |F|: 0.9 eV/Å

```
76
C32H33ClIN5O2PdSi (ωB97M-V with the def2-TZVPD basis set)
Pd 0.815 0.375 1.249
Cl 0.684 4.948 6.377
C 0.225 3.901 5.068
C -1.087 3.814 4.692
C -1.488 2.974 3.641
I -3.496 2.839 3.113
C -0.579 2.206 2.925
O -0.885 1.431 1.943
C 0.783 2.312 3.344
N 1.657 1.535 2.651
C 2.935 1.527 2.963
C 3.439 2.317 4.007
C 2.586 3.114 4.721
C 1.211 3.135 4.404
H -1.828 4.400 5.219
H 3.576 0.884 2.377
H 4.495 2.278 4.233
H 2.947 3.727 5.536
N -1.808 -0.935 3.021
C -2.583 -2.001 3.292
C -1.733 -3.038 3.605
C -0.447 -2.482 3.478
N -0.505 -1.207 3.119
H -2.057 -0.024 2.656
H -3.656 -1.944 3.230
H -2.001 -4.044 3.876
H 0.512 -2.954 3.625
C -0.885 -3.675 -0.775
C -1.718 -2.577 -1.454
C -2.973 -2.358 -0.591
C -2.149 -3.035 -2.850
Si -0.771 -0.926 -1.445
O -0.158 -0.810 0.029
C 0.591 -0.868 -2.792
C 0.901 0.348 -3.415
C 1.910 0.453 -4.366
C 2.640 -0.672 -4.732
C 2.348 -1.893 -4.138
C 1.342 -1.982 -3.183
C -1.941 0.462 -1.927
C -2.349 1.426 -1.003
C -3.222 2.446 -1.374
C -3.706 2.512 -2.671
C -3.314 1.558 -3.603
C -2.437 0.549 -3.233
H -1.493 -4.582 -0.675
H -0.569 -3.360 0.221
H 0.007 -3.947 -1.344
H -3.550 -3.289 -0.532
H -3.625 -1.588 -1.010
H -2.703 -2.069 0.428
H -2.590 -4.037 -2.799
H -1.315 -3.076 -3.556
H -2.908 -2.370 -3.270
H 0.328 1.234 -3.161
H 2.111 1.408 -4.840
H 3.408 -0.602 -5.494
H 2.898 -2.782 -4.428
H 1.137 -2.949 -2.741
H -1.990 1.390 0.020
H -3.519 3.186 -0.640
H -4.386 3.304 -2.960
H -3.690 1.604 -4.618
H -2.124 -0.172 -3.981
C 2.813 2.070 -0.944
C 3.044 0.622 -0.710
N 2.522 -0.101 0.263
C 3.010 -1.387 0.140
C 3.854 -1.429 -0.918
N 3.874 -0.152 -1.431
H 1.770 2.310 -0.745
H 3.042 2.332 -1.974
H 3.440 2.668 -0.280
H 2.687 -2.173 0.799
H 4.409 -2.236 -1.359
H 4.289 0.130 -2.304
```



> The lowest max |F| belongs to which entry?

C32H33CuN2O2P2